Entry from the Open Molecules 2025 dataset: 12 unconnected molecules or ions with the total composition C72H180N12O24 at a distorted geometry (the ωB97M-V functional and the def2-TZVPD basis).

Properties
LUMO, eV: 0.5
Maximum force, eV Å⁻¹: 4.26
Structure (SMILES): COCCNCCOC.COCCNCCOC.COCCNCCOC.COCCNCCOC.COCCNCCOC.COCCNCCOC.COCCNCCOC.COCCNCCOC.COCCNCCOC.COCCNCCOC.COCCNCCOC.COCCNCCOC
Energy above the lowest of the compared OMol25 structures with the same formula, charge and spin, eV: 12.735
HOMO-LUMO gap, eV: 8.7
HOMO level, eV: -8.13

```
! wB97M-V def2-TZVPD RIJCOSX def2/J DEFGRID3
* xyz 0 1
C 32.8341 28.3518 40.0954
O 32.7149 29.2733 41.1746
C 31.9366 30.4312 40.7979
C 32.8513 31.4140 40.0108
N 32.3353 32.6598 39.5238
C 33.3633 33.6228 39.3187
C 32.6870 35.0351 38.9869
O 32.0455 35.4240 40.2485
C 31.4188 36.7532 40.1661
H 33.5817 27.6002 40.3492
H 33.1430 28.8072 39.1545
H 31.9051 27.8685 39.7929
H 31.7898 30.9268 41.7576
H 30.9940 30.3463 40.2572
H 33.3646 30.9999 39.1430
H 33.7064 31.4839 40.6831
H 31.6016 32.8362 40.1952
H 33.9883 33.3653 38.4637
H 33.9192 33.7484 40.2478
H 31.8516 35.0210 38.2869
H 33.3655 35.6989 38.4511
H 32.0868 37.6144 40.1492
H 30.8012 36.9502 41.0423
H 30.8046 36.7884 39.2663
C 44.3501 36.4258 44.0079
O 43.9840 36.2251 42.6912
C 43.2701 34.9931 42.5015
C 44.2848 34.0293 41.8370
N 44.5386 34.7077 40.5095
C 45.7473 34.2295 39.9481
C 46.0240 35.1908 38.7507
O 46.0596 36.6074 38.9703
C 47.2318 37.2117 39.3147
H 44.5863 37.4792 44.1582
H 45.2336 35.8823 44.3428
H 43.5275 36.2732 44.7066
H 42.4673 35.1815 41.7887
H 42.9171 34.5002 43.4074
H 43.8696 33.0340 41.6787
H 45.2066 33.8829 42.3999
H 44.5066 35.7170 40.5284
H 45.6920 33.1624 39.7330
H 46.5747 34.1655 40.6548
H 45.3049 35.0086 37.9521
H 46.9114 34.8943 38.1916
H 47.9187 36.7765 38.5888
H 47.5273 36.8092 40.2836
H 47.0799 38.2836 39.4412
C 43.2053 38.6039 47.5483
O 42.6965 37.8131 48.5974
C 43.6699 37.1213 49.3825
C 43.2261 36.3997 50.6426
N 44.2737 35.4949 51.0497
C 44.0508 34.9339 52.3605
C 45.0727 33.8382 52.7857
O 46.1991 34.5011 53.3007
C 47.3107 33.6224 53.5843
H 42.3064 38.9596 47.0447
H 43.7391 38.0296 46.7911
H 43.8353 39.3496 48.0331
H 44.5730 37.7165 49.5176
H 43.9045 36.3124 48.6906
H 42.2696 35.8844 50.5547
H 43.0707 37.1031 51.4606
H 45.2581 35.7210 51.0465
H 43.0200 34.6641 52.5906
H 44.2758 35.7643 53.0298
H 45.3552 33.1732 51.9695
H 44.6706 33.2446 53.6068
H 47.9715 34.2235 54.2089
H 47.7811 33.3170 52.6497
H 47.1443 32.7052 54.1493
C 45.2530 45.6104 42.1127
O 45.2700 46.6433 43.0480
C 46.5937 46.6273 43.5661
C 46.7437 47.6756 44.7931
N 47.8667 47.2354 45.6493
C 49.2450 47.1380 45.1854
C 50.5106 47.3105 46.1078
O 51.5429 46.7251 45.4345
C 52.8276 47.4541 45.5154
H 46.0021 45.6147 41.3210
H 44.2648 45.6326 41.6530
H 45.3792 44.6143 42.5369
H 47.1249 47.1353 42.7612
H 46.8471 45.6366 43.9434
H 45.8742 47.4181 45.3978
H 46.7795 48.7526 44.6290
H 47.7670 47.7365 46.5206
H 49.3205 47.8934 44.4032
H 49.3142 46.2654 44.5359
H 50.4072 46.7755 47.0518
H 50.4223 48.3468 46.4342
H 52.6376 48.5200 45.3890
H 53.7585 47.1878 45.0148
H 53.2042 47.2197 46.5111
C 37.7228 42.3944 37.7099
O 36.7761 41.7881 38.6336
C 37.4698 40.7660 39.3384
C 36.5217 40.0250 40.3039
N 35.2444 39.8255 39.7040
C 34.9656 38.5779 39.1174
C 33.7997 38.8088 38.1080
O 33.4867 37.8352 37.1721
C 32.2440 37.9874 36.5248
H 38.6150 42.7864 38.1982
H 37.2430 43.3309 37.4256
H 37.9244 41.7046 36.8904
H 38.2576 41.2848 39.8847
H 38.0550 40.0655 38.7426
H 36.3223 40.6079 41.2031
H 36.9500 39.1048 40.7012
H 35.4246 40.4283 38.9138
H 34.6165 37.8154 39.8138
H 35.8755 38.2420 38.6201
H 33.9885 39.6021 37.3847
H 32.9361 39.2358 38.6180
H 32.3215 38.8181 35.8233
H 31.3741 38.1501 37.1610
H 31.9785 37.0760 35.9892
C 43.6483 39.0685 41.2944
O 42.4492 39.4103 40.8177
C 41.9298 38.4941 39.8542
C 40.5285 38.9520 39.4938
N 39.4819 37.9281 39.5048
C 39.7063 36.7812 38.6223
C 38.4656 35.8890 38.5585
O 38.1494 35.6038 39.8803
C 36.8488 34.9691 40.1325
H 44.3239 38.3674 40.8044
H 43.5510 38.8837 42.3642
H 44.2174 39.9978 41.3171
H 41.8676 37.5105 40.3198
H 42.6423 38.5130 39.0296
H 40.7287 39.5603 38.6118
H 40.1565 39.6668 40.2278
H 39.0499 37.4715 40.2954
H 40.4892 36.1352 39.0194
H 39.9026 37.0911 37.5958
H 38.6347 34.9601 38.0139
H 37.6489 36.2814 37.9527
H 36.6247 34.7930 41.1846
H 36.9455 33.9400 39.7863
H 35.9295 35.4932 39.8711
C 41.7997 37.1250 32.4762
O 41.2777 38.2363 33.2308
C 40.2814 37.7271 34.1439
C 38.9802 37.6172 33.3902
N 37.9703 37.0176 34.2629
C 36.5520 36.9709 33.8907
C 35.7216 36.1383 34.8331
O 36.0064 34.7198 34.8830
C 34.9994 34.0931 35.6519
H 40.9601 36.6596 31.9600
H 42.1338 36.3229 33.1344
H 42.7500 37.3779 32.0059
H 40.0900 38.4225 34.9611
H 40.5928 36.8251 34.6707
H 38.9862 37.0951 32.4333
H 38.5707 38.5760 33.0725
H 38.2184 36.1361 34.6889
H 36.4541 36.6367 32.8578
H 36.2575 38.0203 33.8987
H 34.7448 36.3376 34.3924
H 35.7454 36.5787 35.8299
H 35.3544 33.0642 35.7104
H 33.9499 34.0844 35.3575
H 34.9537 34.4619 36.6766
C 35.2870 29.1039 47.3570
O 34.6112 30.3053 47.0705
C 35.2842 31.4994 46.7774
C 34.2248 32.4417 46.1816
N 33.5795 31.9793 44.9374
C 34.4624 31.4953 43.8320
C 35.1635 32.6604 43.0691
O 35.7615 32.0862 41.9247
C 36.8419 31.3799 42.2068
H 34.6130 28.2501 47.4254
H 35.8474 29.1687 48.2897
H 35.9738 28.7244 46.6004
H 36.0509 31.2503 46.0437
H 35.6341 31.9748 47.6937
H 34.6503 33.4179 45.9491
H 33.5541 32.6324 47.0194
H 32.9490 31.2560 45.2528
H 33.9544 30.9195 43.0584
H 35.1877 30.7487 44.1554
H 35.8023 33.1931 43.7735
H 34.4245 33.4157 42.8019
H 37.6867 31.9308 41.7933
H 36.8058 30.4418 41.6530
H 37.0338 31.1393 43.2525
C 36.9125 31.6507 38.6068
O 38.2108 32.1923 38.8807
C 39.2855 31.2573 38.9391
C 40.6403 32.0923 38.7778
N 40.9573 32.6771 37.4703
C 41.9940 33.7150 37.6340
C 42.3669 34.3284 36.3005
O 43.4487 35.2478 36.3326
C 43.1511 36.5764 36.8572
H 36.5819 31.0792 39.4740
H 37.0205 30.9526 37.7767
H 36.1746 32.3978 38.3146
H 39.2231 30.3912 38.2803
H 39.3422 30.8675 39.9555
H 41.4110 31.4340 39.1789
H 40.7273 32.8546 39.5520
H 40.2634 32.9931 36.8079
H 42.8959 33.2241 37.9997
H 41.6158 34.4475 38.3471
H 41.4376 34.7677 35.9379
H 42.7256 33.6342 35.5405
H 43.9478 37.3149 36.7677
H 42.9105 36.5132 37.9184
H 42.2493 36.9431 36.3670
C 38.6746 43.7777 41.4676
O 39.8962 43.5083 40.7442
C 41.0623 44.3136 40.9939
C 42.2890 43.6523 40.2768
N 41.8810 43.1140 38.9609
C 42.9034 42.2510 38.2918
C 42.4889 42.0487 36.7795
O 43.4517 41.3363 36.0610
C 43.4225 41.5191 34.6113
H 38.4011 44.8327 41.4852
H 38.9370 43.5253 42.4950
H 37.7368 43.4100 41.0510
H 41.3419 44.4074 42.0432
H 41.0400 45.2953 40.5206
H 42.7197 42.7237 40.6515
H 43.0752 44.3884 40.1092
H 40.9419 42.8108 39.1760
H 43.1881 41.2710 38.6748
H 43.8500 42.7904 38.3245
H 42.4916 43.0285 36.3020
H 41.5356 41.5432 36.6256
H 42.5614 41.7301 33.9772
H 44.1302 40.8520 34.1191
H 44.0446 42.4040 34.4766
C 46.4243 42.9486 40.5355
O 47.3858 43.2080 41.6208
C 48.7809 43.2538 41.2389
C 49.0144 44.7317 40.5897
N 49.7034 45.6102 41.4990
C 49.6420 47.0062 40.9889
C 50.6488 47.9209 41.7601
O 52.1075 47.9428 41.5815
C 52.6064 47.9037 40.3159
H 45.4794 42.7904 41.0552
H 46.7587 42.1800 39.8387
H 46.3724 43.8544 39.9314
H 48.9958 42.3856 40.6158
H 49.3099 43.2401 42.1918
H 48.1226 45.1683 40.1400
H 49.6805 44.5720 39.7418
H 50.6763 45.3600 41.6028
H 48.6247 47.3596 41.1574
H 49.8022 47.1473 39.9200
H 50.6411 47.4316 42.7341
H 50.3131 48.9552 41.8354
H 52.3239 46.9524 39.8651
H 53.6782 48.0158 40.1516
H 52.0955 48.5637 39.6148
C 39.9924 33.6138 45.4650
O 40.1657 34.3876 44.2542
C 38.9535 35.1292 43.9418
C 39.1478 35.9405 42.6009
N 40.2892 36.7679 42.8021
C 39.9726 38.1622 43.2168
C 41.0595 38.8240 44.2046
O 40.7114 40.1954 44.5378
C 41.3921 41.2966 43.8149
H 39.2032 32.8743 45.3294
H 39.7675 34.2438 46.3257
H 41.0061 33.2641 45.6609
H 38.8655 35.8714 44.7352
H 38.0517 34.5173 43.9634
H 38.2393 36.4858 42.3454
H 39.3759 35.1940 41.8400
H 40.7984 36.2934 43.5340
H 38.9789 38.3328 43.6311
H 39.9833 38.7822 42.3203
H 42.0901 38.9622 43.8777
H 41.1119 38.1270 45.0410
H 41.7274 42.0875 44.4859
H 40.6907 41.7068 43.0884
H 42.1697 40.9598 43.1293
*
```


Entry from the Open Molecules 2025 dataset: 2 unconnected molecules or ions with the total composition C16H37B2ClI2NO6P at a distorted geometry (the ωB97M-V functional and the def2-TZVPD basis).

Properties
LUMO, eV: -2.2
Maximum force, eV Å⁻¹: 7.74
HOMO-LUMO gap, eV: 5.2
HOMO level, eV: -7.38

```
! wB97M-V def2-TZVPD RIJCOSX def2/J DEFGRID3
* xyz 0 1
C 0.8478 -2.2136 3.9805
C 2.0066 -2.0957 2.7811
O 3.1455 -1.3256 3.2975
P 4.1695 -0.7450 1.9658
O 5.6022 -0.5089 2.6743
C 3.5807 0.9744 1.4124
C 1.9961 1.3196 1.8020
C 0.9953 1.3130 0.5026
O -0.0857 0.3177 0.4474
B -1.4987 0.7608 0.2750
C -2.2393 0.5072 1.7195
Cl -3.1678 2.0388 2.3315
C -3.1194 -0.8679 1.8355
C -4.7279 -0.6060 2.2064
C -2.2651 0.6059 -1.1450
I -4.3141 1.4919 -1.1646
C -2.4145 -0.8699 -1.8011
C -1.3319 -2.0046 -1.3509
I -4.5286 -1.5968 -1.7241
O -1.3023 2.2568 0.3335
C 0.1130 2.6919 0.4213
B 0.7089 3.7516 -0.6865
O -0.1177 4.8952 -1.1366
C 2.2450 3.6459 -1.3254
C 2.3653 2.5812 -2.5760
O 4.4513 -1.9182 0.7374
C 3.7367 -1.6949 -0.5148
C 2.2415 -2.4434 -0.5847
H 0.6731 -3.3275 4.3301
H -0.1648 -1.7548 3.5455
H 1.1609 -1.5119 4.8676
H 2.3661 -3.1481 2.4020
H 1.5146 -1.4385 1.9142
H 3.7845 1.2430 0.2797
H 4.2138 1.7756 2.0318
H 1.9833 2.4383 2.2192
H 1.5760 0.6565 2.6688
H 1.7117 1.0108 -0.3716
H -1.3527 0.3909 2.5126
H -2.7078 -1.4894 2.7689
H -2.9838 -1.5704 0.9109
H -5.1823 -1.6939 2.3951
H -4.8508 -0.0509 3.2546
H -5.3223 -0.0918 1.3403
H -1.6701 1.2784 -1.9332
H -2.2448 -0.7261 -2.9766
H -1.2267 -2.1942 -0.2047
H -1.5479 -3.0036 -1.9677
H -0.2665 -1.6418 -1.7399
H 0.1130 3.3042 1.4422
H -0.0350 5.0066 -2.1329
H 2.5899 4.7055 -1.7498
H 2.9990 3.3858 -0.4620
H 1.2929 2.2816 -3.0070
H 2.8328 1.5652 -2.1579
H 3.0985 2.9371 -3.4336
H 4.3688 -2.2620 -1.3563
H 3.6650 -0.5885 -0.8840
H 2.0524 -2.7601 -1.7158
H 1.3729 -1.7108 -0.3045
H 2.2049 -3.4157 0.0705
N -4.6223 -1.5723 -5.4541
H -5.0873 -0.7300 -5.8125
H -4.6534 -1.5699 -4.4278
H -5.1041 -2.4066 -5.8092
H -3.6443 -1.5827 -5.7669
*
```


Entry from the Open Molecules 2025 dataset: a molecular structure, C19H31N5O3P2RhSe2 at a distorted geometry (the ωB97M-V functional and the def2-TZVPD basis).

Properties
LUMO, eV: -5.1
Maximum force, eV Å⁻¹: 3.41
Energy above the lowest of the compared OMol25 structures with the same formula, charge and spin, eV: 1.849
HOMO-LUMO gap, eV: 6.5
HOMO level, eV: -11.54

```
! wB97M-V def2-TZVPD RIJCOSX def2/J DEFGRID3
* xyz 1 1
Rh -0.2272 0.2729 0.1661
N 2.2759 0.4909 0.0616
N 2.5228 1.8568 -0.1745
C 1.4571 2.7837 -0.1166
O 1.7184 3.9591 -0.0335
O 0.2902 2.2682 -0.1993
H 2.6517 0.1808 0.9618
H 2.6768 -0.0733 -0.6891
H 3.4324 2.2320 0.0736
Se -2.7819 0.1149 0.0417
P -2.4110 0.0298 2.2251
Se -0.2479 0.0347 2.6695
C -3.1855 1.5253 2.9267
C -2.4243 2.4318 3.6524
C -2.9890 3.6288 4.0544
C -4.3052 3.9191 3.7378
C -5.0617 3.0109 3.0144
C -4.5053 1.8170 2.5974
C -3.1744 -1.5047 2.8707
C -4.4901 -1.8049 2.5313
C -5.0547 -2.9889 2.9677
C -4.3118 -3.8830 3.7204
C -2.9965 -3.5896 4.0420
C -2.4261 -2.4006 3.6223
H -1.3920 2.2083 3.8910
H -2.3928 4.3385 4.6050
H -4.7384 4.8596 4.0418
H -6.0843 3.2417 2.7619
H -5.0933 1.1335 2.0023
H -5.0723 -1.1308 1.9205
H -6.0787 -3.2189 2.7169
H -4.7545 -4.8107 4.0501
H -2.4129 -4.2872 4.6215
H -1.3986 -2.1684 3.8745
C 1.3470 -2.8095 -3.6732
N 0.9495 -2.0281 -2.5142
C 0.1733 -0.8569 -2.8832
P 0.5414 -2.8649 -1.1183
O -0.0113 -1.9345 -0.0917
N 1.9297 -3.6716 -0.6552
C 3.2412 -3.0952 -0.8713
C 1.8022 -4.2748 0.6610
N -0.5557 -4.0822 -1.4099
C -1.9687 -3.8407 -1.2241
C -0.1782 -5.4389 -1.7220
H 2.0016 -2.2001 -4.2988
H 0.4852 -3.1136 -4.2738
H 1.8835 -3.6986 -3.3539
H 0.7960 -0.1907 -3.4840
H -0.1442 -0.3016 -1.9741
H -0.7176 -1.1192 -3.4654
H 3.2391 -2.4814 -1.7671
H 3.9588 -3.9087 -0.9967
H 3.5598 -2.4884 -0.0179
H 0.8165 -4.7204 0.7669
H 1.9320 -3.5366 1.4581
H 2.5606 -5.0487 0.7683
H -2.1623 -2.7683 -1.2321
H -2.3242 -4.2480 -0.2725
H -2.5307 -4.3083 -2.0342
H 0.9024 -5.4965 -1.8243
H -0.6423 -5.7581 -2.6583
H -0.4955 -6.1248 -0.9311
*
```